No. 1
Density functional theory data (ωB97M-V/def2-TZVPD) for an isolated molecule of CH6N4O in a non-equilibrium geometry.

The geometry in XYZ format:
```
12
Properties=species:S:1:pos:R:3:forces:R:3:mulliken_charge:R:1
N -0.38503 0.85423 1.40675 -1.944 0.088 2.247 -0.620
C -0.24502 0.06448 0.24635 0.812 0.101 -0.707 1.109
N -1.23514 0.33451 -0.75364 -0.248 0.157 0.562 -0.644
N -0.21659 -1.35450 0.51384 0.165 0.234 -0.280 -0.633
O 1.69646 -0.09935 -1.03950 0.049 0.013 0.224 -0.341
N 1.08255 0.61267 -0.05636 1.136 -0.606 -1.630 -0.489
H 2.55066 0.34665 -1.14463 -0.157 -0.094 -0.023 0.397
H 0.27595 1.62942 1.43006 -0.083 -0.042 -0.439 0.327
H -1.43512 -0.38962 -1.43230 0.399 0.275 0.096 0.214
H -1.20543 1.28465 -1.09369 -0.041 -0.272 -0.193 0.210
H -1.14647 -1.75547 0.53510 0.040 0.196 0.170 0.237
H 0.26318 -1.52767 1.38804 -0.127 -0.052 -0.028 0.234
```
Positions in Å, forces in eV/Å.

Calculated values
* HOMO-LUMO gap (alpha / beta): 0.3573 / 0.3187 Eh
* E_LUMO (alpha / beta): 0.13 / -0.45 eV
* HOMO (alpha / beta): -9.595 / -9.119 eV
* electronic energy: -9137.520 eV
* net charge: 0



No. 2
Density functional theory data (ωB97M-V/def2-TZVPD) for a structure of composition C4H6F12NO5PtS2Sb.

The geometry in XYZ format:
```
32
Properties=species:S:1:pos:R:3:forces:R:3:mulliken_charge:R:1
Pt 0.78667 -0.69497 -0.25567 0.198 0.307 -0.314 1.066
F -0.87663 6.68208 -2.63229 -0.065 -0.004 -0.039 0.043
C 0.17275 6.95609 -2.04750 -0.058 0.336 -0.161 0.879
F 1.21521 7.11064 -2.68558 0.058 0.021 -0.041 0.047
F 0.18075 7.06938 -0.81788 -0.001 0.013 0.073 0.032
S 1.17418 2.50697 -1.51268 0.149 -0.212 0.769 0.909
O 0.22089 1.58813 -0.94409 -0.035 -0.426 -0.523 -0.449
O 0.82075 3.39135 -2.55003 -0.248 0.109 0.201 -0.367
N 2.50884 2.64475 -0.86284 0.340 -0.106 -0.490 -0.138
S 3.48162 1.39370 -0.31534 -0.136 0.007 0.037 0.927
O 4.63571 1.30782 -1.10657 0.010 0.074 -0.012 -0.401
O 2.66211 0.18232 -0.18131 -0.025 -0.095 0.146 -0.555
C 3.85323 2.01125 1.42970 -0.046 -0.011 -0.004 0.733
F 4.14621 3.28124 1.34496 0.027 -0.004 -0.002 -0.162
F 2.74821 1.82220 2.13114 0.006 0.022 0.000 -0.189
F 4.84131 1.29581 1.87569 -0.019 -0.018 0.013 -0.125
C -3.17785 -2.16158 1.83996 0.009 -0.054 -0.002 -0.802
C -2.13692 -2.99452 2.48286 -0.009 0.282 0.082 0.006
O -0.86771 -2.53411 2.43628 -0.234 -0.196 0.142 -0.250
H -4.02544 -2.03146 2.51969 0.006 0.013 0.037 0.390
H -3.58782 -2.67477 0.96338 0.031 -0.027 -0.072 0.208
H -2.78751 -1.19523 1.53294 0.008 0.001 0.020 0.253
H -2.15684 -4.10157 2.20237 0.009 -0.039 0.015 0.367
H -2.37273 -3.27603 3.56827 0.013 -0.140 -0.024 0.426
H -0.25803 -3.11934 2.92841 -0.019 -0.070 -0.029 0.400
F -0.82673 -1.67329 -0.31472 -0.021 0.050 0.056 -0.187
Sb -1.72966 -3.80216 -1.87129 0.015 0.296 0.255 2.436
F -1.24926 -2.36874 -2.95396 -0.006 -0.020 -0.083 -0.504
F 0.05548 -4.31558 -1.90539 0.047 0.031 0.018 -0.497
F -2.49241 -5.15406 -2.83213 0.040 -0.019 -0.008 -0.434
F -1.68253 -4.28158 -0.04547 -0.038 -0.075 -0.036 -0.551
F -3.27582 -2.86474 -1.42086 -0.008 -0.045 -0.023 -0.512
```
Positions in Å, forces in eV/Å.

Calculated values
* HOMO-LUMO gap (alpha / beta): 0.2871 / 0.2825 Eh
* spin multiplicity: 2
* E_LUMO (alpha / beta): -13.03 / -13.21 eV
* HOMO (alpha / beta): -20.842 / -20.894 eV
* electronic energy: -79998.271 eV
* net charge: +3



No. 3
Density functional theory data (ωB97M-V/def2-TZVPD) for a structure of composition C29H36BClF4N5SiTi in a non-equilibrium geometry.

The geometry in XYZ format:
```
78
Properties=species:S:1:pos:R:3:forces:R:3:mulliken_charge:R:1
Ti -0.00147 0.39872 -0.38989 -0.361 1.464 1.529 -1.079
C -3.11000 -3.65885 -2.84934 -0.047 0.204 0.091 -1.389
C -3.21230 -2.49506 -1.86202 0.037 -0.056 -0.097 -0.556
C -2.78981 -2.84952 -0.45593 0.252 0.270 0.051 1.361
C -3.64888 -3.65812 0.27724 0.036 -0.181 0.152 -0.653
C -3.40553 -3.96832 1.60346 -0.059 0.046 -0.093 -1.078
C -2.29969 -3.41768 2.22281 -0.098 -0.076 -0.006 -0.828
C -1.41837 -2.60187 1.53357 0.153 0.284 -0.153 0.430
C -0.24013 -2.04819 2.29046 0.048 -0.045 -0.197 1.727
C 0.82818 -3.11832 2.53281 -0.056 0.194 -0.047 -1.638
C -1.63020 -2.32529 0.16815 -0.688 -1.246 0.806 -0.931
N -0.73424 -1.54048 -0.55864 0.329 -0.999 -2.048 1.171
C -0.38569 -2.01700 -1.76113 -0.615 0.217 1.155 -1.743
C 0.00194 -1.09996 -2.74602 0.302 0.172 -0.446 0.404
C 0.19128 -1.17101 -4.13947 0.044 -0.096 0.206 -1.079
C 0.17772 0.14559 -4.59514 -0.075 -0.183 -0.153 -1.169
C -0.00240 0.96171 -3.48120 -0.021 -0.126 0.330 -0.771
N -0.07548 0.22116 -2.36090 -0.173 -0.062 -1.873 1.591
H -3.45697 -3.33997 -3.83044 -0.029 -0.045 -0.125 0.380
H -3.71312 -4.50493 -2.52657 -0.048 -0.109 0.026 0.400
H -2.08159 -3.99701 -2.94636 0.090 -0.122 -0.071 0.305
H -4.25291 -2.16581 -1.81846 0.051 0.084 0.010 0.649
H -2.62964 -1.65466 -2.23735 -0.186 0.046 0.044 -0.041
H -4.54116 -4.04718 -0.19872 -0.033 0.037 -0.086 0.428
H -4.08628 -4.60513 2.15454 -0.021 0.013 0.000 0.351
H -2.11527 -3.61698 3.27157 0.044 0.008 0.052 0.471
H -0.58855 -1.68870 3.26192 -0.009 0.145 -0.099 0.484
H 0.18155 -1.20035 1.73710 0.011 -0.247 0.350 -1.303
H 0.41116 -3.94205 3.11250 -0.010 -0.065 0.044 0.432
H 1.67063 -2.69814 3.08017 0.113 0.001 0.017 0.414
H 1.19915 -3.51648 1.59120 0.045 -0.036 -0.062 0.310
H -0.48029 -3.07884 -1.98687 -0.126 0.114 0.063 0.576
H 0.30643 -2.06371 -4.72884 -0.042 -0.125 -0.042 0.558
H 0.26682 0.48542 -5.61300 -0.001 -0.017 -0.089 0.423
H -0.08547 2.03757 -3.45448 0.038 -0.020 0.069 0.642
C 2.89806 1.73980 -2.84569 -0.146 -0.091 0.066 -1.514
C 1.98303 2.62698 -2.04745 0.341 0.173 -0.330 0.731
C 1.91578 3.98955 -2.29270 -0.039 -0.096 -0.050 -0.989
C 1.09243 4.77700 -1.48603 0.047 -0.191 0.173 -0.675
C 0.44246 4.20896 -0.41923 -0.090 0.065 -0.185 -1.020
C 0.58522 2.82077 -0.19303 0.719 0.757 0.090 0.857
N 1.30541 2.05901 -1.05375 -0.363 0.621 0.083 0.875
N 0.11707 2.11180 0.83292 -0.382 0.185 0.246 0.206
Si -0.01784 2.74789 2.41532 0.248 0.197 1.218 0.156
C 1.46908 3.94253 2.71446 -0.597 -0.407 -0.273 -1.197
C 0.20363 1.29061 3.62506 -0.224 0.547 -0.469 -1.148
C -1.60600 3.68722 2.93040 0.523 -0.416 -0.373 -1.202
H 3.93506 1.95546 -2.58041 0.012 -0.033 0.029 0.392
H 2.77385 1.91200 -3.91333 0.028 -0.024 -0.054 0.417
H 2.68568 0.69429 -2.62126 0.055 0.025 -0.047 0.046
H 2.48259 4.42752 -3.10134 0.058 -0.032 -0.049 0.489
H 0.98246 5.83401 -1.69100 0.022 0.064 0.026 0.438
H -0.18183 4.78936 0.23950 -0.148 0.069 0.058 0.526
H 2.39762 3.52491 2.33270 0.146 -0.164 -0.067 0.335
H 1.60827 4.13023 3.77428 -0.057 -0.002 0.277 0.451
H 1.33041 4.90229 2.22591 -0.064 0.187 -0.082 0.340
H 0.98995 0.60893 3.31733 0.196 -0.075 -0.141 0.305
H -0.71898 0.72707 3.69709 -0.258 -0.179 -0.005 0.160
H 0.44951 1.65633 4.61569 0.046 0.150 0.270 0.608
H -1.72730 4.62682 2.39733 0.039 0.155 -0.138 0.306
H -1.59794 3.91075 3.99472 0.148 0.008 0.200 0.365
H -2.48183 3.08291 2.72131 -0.163 -0.152 -0.082 0.306
Cl 4.80005 1.00650 2.30261 0.133 0.229 0.201 -0.291
C 3.83488 -0.05724 1.32988 -0.255 -0.143 -0.208 0.173
C 4.34240 -1.31930 1.00004 -0.109 -0.041 -0.056 -0.855
C 3.49561 -2.09977 0.19362 0.079 0.175 0.044 -0.685
C 2.28075 -1.62406 -0.21233 -0.013 -0.518 -0.089 -0.509
N 1.76504 -0.39565 0.13579 0.598 -0.566 0.275 1.733
C 2.60554 0.36976 0.91659 0.439 0.268 0.133 -0.714
H 5.31283 -1.64551 1.32811 0.113 -0.049 0.056 0.445
H 3.80721 -3.09055 -0.10963 -0.054 -0.023 -0.098 0.456
H 1.65682 -2.24068 -0.84656 0.172 0.082 0.140 0.228
H 2.23835 1.34229 1.20659 0.074 -0.074 -0.013 0.188
F -3.61370 0.03733 -0.36356 -0.535 -0.647 -0.302 -0.333
B -2.78580 0.96731 0.18699 -0.056 0.206 -0.316 0.237
F -3.47718 1.94124 0.83364 -0.294 0.649 0.435 -0.330
F -1.85884 0.33941 1.06588 0.475 -0.344 0.256 -0.236
F -1.96922 1.52335 -0.85318 0.245 0.012 -0.163 -0.322
```
Positions in Å, forces in eV/Å.

Calculated values
* HOMO-LUMO gap (alpha / beta): 0.1872 / 0.2813 Eh
* spin multiplicity: 3
* E_LUMO (alpha / beta): 2.62 / 2.48 eV
* HOMO (alpha / beta): -2.478 / -5.180 eV
* electronic energy: -93182.295 eV
* net charge: -1



No. 4
Density functional theory data (ωB97M-V/def2-TZVPD) for the ion C5H10ClN2 with charge +1 in a non-equilibrium geometry.

The geometry in XYZ format:
```
18
Properties=species:S:1:pos:R:3:forces:R:3:mulliken_charge:R:1
C -0.83745 1.45187 -1.01908 -1.346 -1.603 -0.332 0.109
C 0.04407 1.58421 1.25848 1.858 1.372 2.110 -0.671
C -1.23437 -0.66452 0.21854 0.321 -0.981 1.197 0.059
C 0.69573 -2.11515 -0.56733 -0.426 1.081 2.013 -1.033
C -0.37111 -1.64467 0.47222 1.504 -1.284 -2.398 -0.314
N -0.27254 2.09318 -0.06976 0.477 0.833 1.301 -0.060
N -1.35236 0.21351 -0.88948 1.854 -1.364 -2.736 -0.196
Cl -2.47424 -0.38585 1.32476 -1.548 0.151 1.027 -0.120
H -1.07352 1.81507 -2.01793 0.648 0.794 0.335 0.396
H 0.32900 2.38572 2.06732 -0.575 -0.905 -2.214 0.317
H -0.76444 1.08670 1.69699 -1.061 -0.563 0.445 0.213
H 0.38491 -1.62829 -1.44022 0.074 0.252 -1.889 0.247
H 0.67088 -3.20188 -0.66295 0.122 0.248 -0.012 0.361
H 1.70672 -1.73284 -0.31918 -0.482 -0.483 -0.012 0.291
H 0.89446 0.91392 1.22366 0.118 -0.084 -0.183 0.313
H -0.42507 -2.40603 1.24090 -0.725 0.826 0.642 0.428
H 0.00445 3.04401 -0.15055 -0.013 0.791 -0.867 0.277
H -1.26217 -0.30268 -1.82073 -0.802 0.919 1.575 0.383
```
Positions in Å, forces in eV/Å.

Calculated values
* structure (SMILES): C/C=C(Cl)\[NH+]=C/NC
* HOMO-LUMO gap: 0.3524 Eh
* E_LUMO: -3.85 eV
* HOMO: -13.434 eV
* electronic energy: -20841.763 eV
* net charge: +1